(1)
# C25H21N5O3STa

A molecular structure, C25H21N5O3STa (wB97M-V/def2-TZVPD, OMol25).

## Properties
* spin multiplicity: 1
* gap between HOMO and LUMO (spin up / spin down): 6.17 / 5.96 eV
* energy relative to the best compared isomer or geometry (same formula, charge and spin): 37.1 kJ/mol
* highest occupied orbital energy (spin up / spin down): -9.803 / -10.029 eV
* total charge: +1

```
56
C25H21N5O3STa, DFT wB97M-V/def2-TZVPD
Ta -0.24976 0.55405 0.28171
C 0.89606 -5.01587 -0.66591
C -0.36609 -4.49290 -0.42493
C -0.50678 -3.22426 0.12345
C 0.62007 -2.47226 0.42877
C 1.88582 -2.98856 0.17204
C 2.02228 -4.25760 -0.36916
N 0.51402 -1.17515 1.02998
C 0.78143 -1.08910 2.41723
C 0.84295 -2.15239 3.31271
C 1.04268 -1.90519 4.66027
C 1.18464 -0.60585 5.14104
C 1.11909 0.46121 4.26914
C 0.90963 0.21644 2.91827
N 0.77549 1.17720 1.91305
N 1.22886 2.40106 2.11394
C 1.16561 3.10356 0.98430
C 1.55523 4.46273 0.97302
C 1.47808 5.16972 -0.18475
C 1.01666 4.52722 -1.35856
C 0.65008 3.22085 -1.29959
N 0.70748 2.48032 -0.15236
H 1.00514 -6.01190 -1.07385
H -1.24677 -5.08010 -0.65272
H -1.48844 -2.82311 0.33510
H 2.75975 -2.39363 0.41191
H 3.01016 -4.65691 -0.55905
H 0.72680 -3.16633 2.95104
H 1.08246 -2.74050 5.34698
H 1.33314 -0.43198 6.19821
H 1.20939 1.48453 4.60730
H 1.89671 4.89041 1.90472
H 1.76054 6.21338 -0.21625
H 0.94330 5.05967 -2.29547
H 0.28923 2.71455 -2.18268
S -2.85398 0.80090 -2.58200
C -1.15091 0.64433 -3.05518
C -0.91412 0.82957 -4.41181
C 0.36632 0.64844 -4.89979
C 1.36873 0.25351 -4.02662
C 1.05518 0.10448 -2.69524
N -0.17718 0.31902 -2.19888
H -1.73540 1.09848 -5.06291
H 0.57307 0.78643 -5.95259
H 2.37733 0.06980 -4.36773
H 1.80929 -0.19197 -1.97506
C -4.38086 -0.58063 -0.79873
C -2.97874 -0.23184 -1.16686
O -2.00370 -0.61954 -0.54508
H -4.86741 -1.10659 -1.62081
H -4.94548 0.33878 -0.62255
H -4.38397 -1.19268 0.09929
O -2.00849 2.09769 0.13092
C -2.46242 1.66644 1.22113
O -1.88533 0.70470 1.80333
H -3.35689 2.10733 1.66826
```

(2)
# C5H9FN4

C5H9FN4 in the gas phase (wB97M-V/def2-TZVPD, OMol25).

## Properties
* spin multiplicity: 1
* gap between HOMO and LUMO (spin up / spin down): 7.23 / 7.24 eV
* energy relative to the best compared isomer or geometry (same formula, charge and spin): 373.2 kJ/mol
* highest occupied orbital energy (spin up / spin down): -7.655 / -7.656 eV

```
19
C5H9FN4, DFT wB97M-V/def2-TZVPD
C 1.55191 1.45901 0.41821
C 0.83415 0.50267 1.24494
C 0.27327 -0.60317 0.66042
C -1.61269 0.26883 -0.42898
C -0.94403 -2.00595 -0.86001
N 1.42895 1.59002 -0.86728
N 0.98151 0.70875 -1.62546
N 1.06290 0.43909 2.62903
N -0.74034 -0.79690 -0.12066
F 0.79900 1.42184 -2.90616
H 2.12301 2.22069 0.85961
H -2.70174 -0.20294 -0.52578
H -1.53053 1.11000 0.48027
H -1.27207 0.72502 -1.34604
H -0.70195 -1.89367 -2.00652
H -0.19899 -2.84086 -0.55408
H -1.89052 -2.37246 -0.91473
H 1.89045 0.71150 3.04420
H 0.64769 -0.44149 2.81905
```

(3)
# C36H102N6O18

12 unconnected molecules or ions with the total composition C36H102N6O18 (wB97M-V/def2-TZVPD, OMol25).

## Properties
* spin multiplicity: 2
* gap between HOMO and LUMO (spin up / spin down): 0.94 / 7.38 eV
* energy relative to the best compared isomer or geometry (same formula, charge and spin): 182.4 kJ/mol
* highest occupied orbital energy (spin up / spin down): 0.346 / -6.095 eV
* total charge: -1

```
162
C36H102N6O18, DFT wB97M-V/def2-TZVPD
C -3.42525 -0.48680 -1.81635
O -2.04150 -0.94037 -1.58051
C -1.36950 -0.37328 -0.44579
C -0.18690 -1.19701 -0.03218
N 0.65324 -0.64905 1.04205
C 1.55234 0.48636 0.68881
C 2.39519 1.17958 1.83805
O 3.07086 0.14955 2.63116
C 4.49869 0.36962 2.67713
H -3.44149 0.58754 -1.99971
H -4.03712 -0.86895 -0.99924
H -3.86116 -1.01166 -2.66641
H -2.04876 -0.44609 0.40357
H -1.02829 0.59636 -0.80842
H 0.33099 -1.54764 -0.92489
H -0.52048 -2.15573 0.36488
H 0.99727 -1.24864 1.77842
H 0.82403 1.20242 0.30811
H 2.27892 0.16715 -0.05837
H 1.82126 1.86177 2.46518
H 3.15937 1.75054 1.31065
H 4.95438 -0.51915 3.11363
H 4.76328 1.29046 3.19690
H 4.92247 0.39237 1.67314
C -2.71297 4.04717 -12.93302
O -2.95315 3.29239 -11.71609
C -3.21210 4.10300 -10.55969
C -2.72672 3.50111 -9.24793
N -2.63534 4.44251 -8.15070
C -3.87048 4.39539 -7.34340
C -3.64357 4.74133 -5.91511
O -2.95091 3.76174 -5.23908
C -3.66034 2.70158 -4.63716
H -1.85071 4.71342 -12.90605
H -3.58104 4.67920 -13.12035
H -2.55460 3.34389 -13.75059
H -4.24749 4.43945 -10.50617
H -2.64008 5.02581 -10.65615
H -1.74800 3.22930 -9.64331
H -3.24438 2.58173 -8.97428
H -1.74455 4.41127 -7.67570
H -4.38007 3.43353 -7.28642
H -4.56086 5.14082 -7.73815
H -4.58179 4.95988 -5.40516
H -3.18578 5.72722 -5.99597
H -3.08534 1.85529 -4.26130
H -4.44702 2.26462 -5.25223
H -4.24418 3.08720 -3.80138
C 0.15801 -1.76680 6.23770
O 0.31034 -0.51877 6.84202
C 0.77822 0.48157 5.98953
C 0.13349 0.65318 4.57236
N -1.31587 0.68266 4.63791
C -1.96490 0.38944 3.37758
C -3.46767 0.54833 3.64806
O -4.08363 0.20916 2.36967
C -5.45623 -0.08186 2.50994
H -0.72923 -1.86841 5.61274
H -0.00775 -2.50867 7.01889
H 0.98866 -1.95009 5.55615
H 1.84942 0.34814 5.83846
H 0.58878 1.47287 6.40129
H 0.58343 -0.02573 3.84796
H 0.47869 1.66168 4.34464
H -1.88414 0.45709 5.44183
H -1.62331 -0.58506 3.02864
H -1.60492 1.06365 2.60043
H -3.75875 1.53968 3.99531
H -3.80981 -0.19499 4.36814
H -5.79890 -0.04425 1.47588
H -5.91238 0.71511 3.09721
H -5.68223 -1.09759 2.83447
C 2.71676 7.34354 5.98734
O 2.32166 6.23592 5.19715
C 1.39630 6.62384 4.15960
C 2.08673 7.06403 2.81747
N 2.63589 5.88878 2.15482
C 3.65412 6.16343 1.15551
C 4.59368 5.02021 0.92129
O 5.42703 4.65352 2.07759
C 6.54950 3.85740 1.78358
H 2.83989 8.27227 5.43022
H 3.67001 7.01484 6.40130
H 1.97097 7.66364 6.71498
H 0.68528 7.32992 4.58856
H 0.73799 5.78878 3.92000
H 2.79283 7.80317 3.19589
H 1.43954 7.69525 2.20854
H 3.04849 5.23188 2.80159
H 4.18770 6.95793 1.67720
H 3.04425 6.42768 0.29161
H 5.22085 5.34545 0.09122
H 3.88341 4.27426 0.56468
H 7.05531 3.81341 2.74812
H 7.16905 4.28116 0.99322
H 6.45429 2.79675 1.55115
C -6.96045 -4.47058 1.42895
O -6.05796 -4.43995 0.30117
C -4.68081 -4.23331 0.64534
C -3.83394 -4.22739 -0.64680
N -2.41077 -3.79783 -0.42739
C -1.46698 -4.58672 -1.24712
C -0.99630 -5.94788 -0.64024
O 0.13091 -6.56879 -1.31443
C -0.05538 -6.95538 -2.68805
H -6.59281 -5.26107 2.08321
H -7.99775 -4.58074 1.11277
H -6.97686 -3.56844 2.04049
H -4.37813 -5.09050 1.24675
H -4.43096 -3.30885 1.16597
H -4.14861 -3.50041 -1.39552
H -3.79024 -5.18682 -1.16225
H -2.44059 -3.02975 -1.08258
H -0.62824 -3.90228 -1.37416
H -1.92510 -4.81591 -2.20925
H -1.88319 -6.57800 -0.70706
H -0.69804 -5.84781 0.40338
H -0.70676 -6.25804 -3.21484
H -0.53821 -7.93118 -2.63506
H 0.91406 -7.10126 -3.16450
C -0.63975 -4.36742 3.81539
O 0.67482 -4.32440 4.25603
C 1.61273 -4.00013 3.29849
C 1.75420 -5.07132 2.22039
N 3.06642 -5.11678 1.62080
C 3.56843 -3.84314 1.25921
C 2.86512 -3.15990 0.02204
O 3.60758 -3.13992 -1.17102
C 3.67637 -4.29730 -1.92332
H -1.15008 -3.41386 3.95103
H -1.19497 -5.08081 4.42440
H -0.81208 -4.67226 2.78318
H 2.52481 -4.03156 3.89451
H 1.52223 -2.99885 2.87738
H 0.95735 -4.84137 1.51310
H 1.47852 -6.06608 2.57046
H 3.71343 -5.41107 2.33834
H 4.55108 -3.99556 0.81281
H 3.78983 -3.20506 2.11474
H 2.60444 -2.14191 0.31158
H 1.82096 -3.44267 -0.11163
H 2.67945 -4.66603 -2.16476
H 4.23405 -5.04255 -1.35613
H 4.20796 -4.10058 -2.85435
O 2.57099 -0.10733 -2.54316
H 2.89879 0.04981 -3.42864
H 2.06638 -0.91761 -2.61435
O 5.52685 -0.42864 -0.91427
H 5.90928 -1.07791 -1.50455
H 4.60663 -0.68211 -0.84249
O 5.38893 -3.11671 4.30040
H 5.98772 -2.82220 4.98666
H 5.25688 -4.04752 4.48033
O -0.62121 -0.33494 -3.72407
H -1.34608 -0.60382 -3.15971
H -0.16688 0.34339 -3.22437
O -6.09314 -0.07005 -3.71776
H -6.44894 0.18738 -4.56828
H -6.80210 0.10355 -3.09853
O 7.35621 0.20276 4.63717
H 8.07791 -0.16934 4.13032
H 7.12075 -0.48491 5.25998
```

(4)
# H80O40

40 unconnected molecules or ions with the total composition H80O40 (wB97M-V/def2-TZVPD, OMol25).

## Properties
* spin multiplicity: 2
* gap between HOMO and LUMO (spin up / spin down): 1.83 / 9.54 eV
* energy relative to the best compared isomer or geometry (same formula, charge and spin): 415.6 kJ/mol
* highest occupied orbital energy (spin up / spin down): -0.517 / -8.250 eV
* total charge: -1

```
120
H80O40, DFT wB97M-V/def2-TZVPD
H 2.54042 5.11049 -2.51561
H 3.65595 4.19129 -2.98692
O 2.95629 4.25998 -2.35803
H 1.67126 -2.14896 0.62422
H 2.91929 -2.28015 1.39757
O 2.13725 -2.79098 1.13885
H -3.08442 3.57018 -0.13270
H -3.82799 2.33555 0.16020
O -2.91291 2.63611 0.02158
H 5.00784 -1.52279 0.65997
H 4.30388 -2.91292 1.05995
O 4.93622 -2.20466 1.27290
H -0.31677 -4.30018 -4.57465
H -0.15518 -5.77218 -3.77831
O -0.29704 -5.21876 -4.53174
H -1.48323 1.50106 -2.79607
O -0.80080 1.42786 -3.46727
H -4.49596 -5.01331 -0.72035
O -3.71463 -4.53438 -0.58179
H -1.27603 2.93122 -4.96829
H -0.72447 4.32653 -4.68170
O -1.52088 3.84212 -4.73184
H 2.60342 -0.07010 -4.03631
H 1.34478 -0.96553 -3.98374
O 1.63911 -0.06171 -3.89516
H -2.05502 1.10576 -0.42589
H -0.52988 0.55830 -0.53194
O -1.45406 0.50172 -0.83064
H -0.46005 4.86376 -0.23355
H -0.39180 3.39394 -0.66335
O -0.78988 3.96231 0.01757
H 1.28795 2.28892 -1.45570
O 0.95117 1.41495 -1.62958
H -4.80989 -3.28561 1.25216
H -3.76898 -2.34358 0.40091
O -4.11203 -2.67477 1.24269
H -2.58630 5.57053 -2.04241
H -2.18966 5.30003 -0.57608
O -2.02993 5.85292 -1.33501
H -3.54578 2.25361 4.21050
H -4.45321 1.71609 3.16732
O -4.42408 1.80231 4.12502
H 3.11236 2.69838 0.76764
H 3.73988 3.85688 0.33263
O 4.10768 3.03990 0.76434
H -4.89036 0.85891 -3.52314
H -3.44354 0.80571 -3.83008
O -4.03976 0.75894 -3.07652
H 1.76875 0.42922 2.22850
H 1.84343 0.61025 0.60838
O 2.33923 0.49498 1.48811
H 0.91660 3.04016 -4.33474
O 0.86682 2.54114 -5.20458
H 1.74997 -0.18966 5.27802
H 2.72231 -1.22955 5.18423
O 2.51435 -0.47856 5.75663
H 2.01302 -3.42804 3.12189
O 1.85538 -2.76762 3.76462
H -1.50692 -0.43240 -2.60814
H -1.77607 -1.57287 -3.69748
O -1.41986 -1.43945 -2.80630
H 4.84505 -2.37813 -2.63633
H 4.02007 -3.47786 -1.96291
O 3.99360 -2.79838 -2.63242
H -4.20310 -1.95148 -1.59198
H -4.01906 -0.51470 -2.04394
O -4.44415 -1.03509 -1.36098
H 0.04292 -5.14309 1.42571
H 0.02119 -5.24558 2.91082
O 0.46512 -5.65344 2.18309
H -1.99071 -1.37280 2.89937
H -2.63755 -2.49449 1.92597
O -2.07974 -2.29930 2.70366
H 5.18649 -0.16585 -3.36264
H 5.22173 0.84210 -4.62325
O 5.70742 0.45374 -3.92075
H 4.79980 0.88631 -1.11006
H 3.93700 0.14954 -0.06847
O 4.02865 0.29951 -0.96406
H -0.86019 -1.80650 5.96091
H -0.15616 -2.16728 4.74450
O -0.65774 -1.36497 5.15598
H -0.63853 2.43452 2.12531
H 0.56665 1.72940 2.58290
O 0.03411 1.86160 1.65332
H -1.20422 -3.15746 4.03729
H 0.13555 -3.88182 4.72645
O -0.74787 -3.92500 4.35841
H -4.40597 -0.06638 1.22479
O -4.57340 0.67836 0.66680
H 0.77086 -0.60402 -5.73719
H 0.01936 0.38863 -6.72571
O -0.06317 -0.18023 -5.95592
H 1.06788 1.58429 -4.97143
H -0.78666 0.48995 -3.74671
H 1.35300 -2.05848 3.41903
H -2.93142 -5.05744 -0.32079
H 0.89027 1.11342 -2.56107
H -4.89558 0.52834 -0.19958
O -2.61845 0.05832 6.06895
H -1.63190 0.11410 6.25430
H -2.78180 0.24333 5.14263
O 2.35767 -2.23937 -4.97926
H 2.96894 -2.80223 -4.53748
H 1.75716 -2.89655 -5.33833
O -0.42123 2.59975 4.13668
H -0.47141 1.71787 4.65218
H -0.78582 3.21166 4.76388
O -1.48741 5.38962 2.50587
H -2.22832 4.78264 2.47626
H -0.73822 4.89677 2.86916
O -0.75114 -2.34325 -0.25071
H -0.50469 -1.69294 -0.96411
H -1.27293 -2.89170 -0.89217
O -0.22286 -0.62086 2.04920
H -0.66668 -1.29312 1.37517
H -0.31056 0.28898 1.59368
O 5.00095 0.72172 4.27033
H 4.88879 1.28413 3.47034
H 4.25633 1.05259 4.81763
```